# 1
Here is a molecular structure, C4H4Cl4F18NO4P2S2V at a distorted geometry from OMol25. Energies are from wB97M-V/def2-TZVPD.

Computed properties:
- Expectation value of S²: 3.869
- HOMO level (alpha / beta): -0.30093 / -0.31776 hartree
- LUMO level (alpha / beta): -4.48 / -2.96 eV
- Gap between HOMO and LUMO (alpha / beta): 3.7070 / 5.6841 eV
- ΔE to the lowest compared entry with this formula, charge and spin: 246.4 kcal per mole

The geometry in ORCA input format:
```
! wB97M-V def2-TZVPD RIJCOSX def2/J DEFGRID3
* xyz -1 4
V -2.63 16.04 -4.79
P -0.95 19.01 -2.16
F 0.51 18.34 -2.13
F -0.71 19.13 -0.52
F -0.21 20.43 -2.35
F -2.47 19.55 -2.12
F -0.92 18.86 -3.78
F -1.56 17.56 -1.97
P 0.49 12.31 -3.84
F 0.22 10.88 -3.24
F 0.20 11.71 -5.39
F -1.05 12.90 -3.70
F 0.71 13.83 -4.48
F 0.89 13.05 -2.41
F 2.07 11.97 -4.18
C -4.29 15.37 -10.08
F -3.72 16.38 -10.65
F -5.24 15.86 -9.28
F -4.80 14.53 -10.97
S -2.95 14.56 -8.89
O -3.69 14.13 -7.64
O -2.18 13.52 -9.58
N -1.95 15.78 -8.17
S -0.75 15.82 -9.26
O 0.40 14.98 -8.85
O -1.06 15.75 -10.67
C -0.19 17.72 -9.00
F 0.66 17.74 -7.96
F 0.34 18.28 -10.07
F -1.24 18.44 -8.71
C -8.44 15.84 -2.18
Cl -9.63 16.61 -3.29
Cl -6.78 15.87 -2.75
H -8.46 16.37 -1.23
H -8.66 14.78 -2.01
C -5.93 21.26 -7.06
Cl -4.94 21.86 -8.43
Cl -5.40 19.66 -6.72
H -5.75 21.88 -6.19
H -7.01 21.33 -7.22
*
```


# 2
Here is a molecular structure, C20H10Cl5F6N2O4S2Ti at a distorted geometry from OMol25. Energies are from wB97M-V/def2-TZVPD.

Computed properties:
- HOMO level (alpha / beta): -0.16839 / -0.16836 hartree
- LUMO level (alpha / beta): 1.96 / 1.96 eV
- Gap between HOMO and LUMO (alpha / beta): 6.5444 / 6.5436 eV
- ΔE to the lowest compared entry with this formula, charge and spin: 41.7 kcal per mole

The geometry in ORCA input format:
```
! wB97M-V def2-TZVPD RIJCOSX def2/J DEFGRID3
* xyz -1 1
Ti 0.05 0.76 -0.43
N -1.34 -0.72 -1.33
C -1.51 -2.08 -0.86
C -1.99 -3.00 -1.79
C -2.30 -4.30 -1.42
C -2.18 -4.66 -0.09
C -1.69 -3.75 0.82
C -1.28 -2.45 0.47
C -0.64 -1.58 1.50
C -0.08 -2.18 2.63
C 0.54 -1.43 3.62
C 0.59 -0.05 3.50
C 0.07 0.55 2.36
C -0.53 -0.19 1.33
H -1.31 -0.71 -2.35
H -2.18 -0.21 -1.06
H -2.12 -2.68 -2.82
H -2.67 -5.00 -2.16
H -2.47 -5.65 0.24
H -1.61 -4.05 1.86
H -0.07 -3.25 2.73
H 1.00 -1.92 4.46
H 1.08 0.55 4.25
H 0.13 1.63 2.27
F 3.98 -0.90 3.03
C 4.27 -1.32 1.77
F 4.18 -2.68 1.80
F 5.57 -1.03 1.56
S 2.94 -0.72 0.35
O 1.34 -0.44 -0.59
O 3.89 -0.85 -0.75
N 3.09 0.88 0.96
S 2.78 2.10 0.12
O 3.36 3.34 0.54
O 1.29 2.28 -0.17
C 3.42 2.01 -1.64
F 3.15 3.18 -2.23
F 2.89 1.06 -2.40
F 4.74 1.86 -1.60
Cl -2.78 2.67 1.48
C -2.57 2.97 -0.21
C -1.61 2.24 -0.91
C -1.50 2.54 -2.25
Cl -0.26 1.63 -3.15
C -2.26 3.48 -2.93
Cl -2.05 3.76 -4.61
C -3.22 4.18 -2.19
Cl -4.21 5.35 -2.98
C -3.37 3.93 -0.83
Cl -4.54 4.82 0.07
*
```


# 3
Here is a molecular structure, C21H15HfN10O9Se at a distorted geometry from OMol25. Energies are from wB97M-V/def2-TZVPD.

Computed properties:
- HOMO level: -0.41931 hartree
- LUMO level: -3.62 eV
- Gap between HOMO and LUMO: 7.7895 eV
- ΔE to the lowest compared entry with this formula, charge and spin: 4.6 kcal per mole

The geometry in ORCA input format:
```
! wB97M-V def2-TZVPD RIJCOSX def2/J DEFGRID3
* xyz 1 1
Hf 0.40 0.67 0.08
O 5.92 -0.65 -2.78
C 4.74 -0.30 -2.22
C 4.44 1.00 -1.85
C 3.21 1.24 -1.29
N 2.32 0.27 -1.11
C 2.62 -0.98 -1.45
C 3.82 -1.32 -2.01
C 1.52 -1.94 -1.10
O 1.53 -3.10 -1.39
O 0.56 -1.31 -0.42
C 2.74 2.58 -0.80
O 3.44 3.56 -0.83
O 1.51 2.52 -0.35
H 6.49 0.12 -2.88
H 5.14 1.82 -1.97
H 4.03 -2.35 -2.28
Se -2.68 -6.32 0.35
N -3.07 -4.92 -0.69
C -2.58 -3.87 -0.08
C -2.68 -2.51 -0.61
C -3.40 -2.20 -1.76
C -3.45 -0.89 -2.18
C -2.73 0.06 -1.48
N -2.02 -0.21 -0.39
C -2.04 -1.47 0.05
C -1.35 -1.71 1.34
N -0.76 -0.64 1.91
C -0.24 -0.81 3.12
C -0.25 -2.02 3.80
C -0.77 -3.13 3.17
C -1.34 -2.97 1.91
C -1.92 -4.10 1.18
N -1.87 -5.33 1.60
H -3.91 -2.99 -2.29
H -4.02 -0.60 -3.05
H -2.72 1.09 -1.81
H 0.20 0.06 3.58
H 0.18 -2.08 4.79
H -0.76 -4.11 3.63
N -2.32 2.58 1.76
N -1.87 3.74 1.13
C -1.26 3.70 -0.05
N -0.89 4.83 -0.62
N -1.04 2.46 -0.57
N -0.51 2.36 -1.81
O -0.11 1.16 -1.99
O -0.41 3.21 -2.63
H -3.29 2.69 2.03
H -1.72 2.34 2.54
H -1.88 4.62 1.63
H -1.01 5.71 -0.14
H -0.36 4.80 -1.47
O 0.50 1.92 1.97
C 1.64 1.44 2.21
O 2.03 0.43 1.55
H 2.29 1.87 2.98
*
```


# 4
Here is a single C33H26BF5O2S molecule at a distorted geometry from OMol25. Energies are from wB97M-V/def2-TZVPD.

Computed properties:
- HOMO level: -0.26491 hartree
- LUMO level: -0.44 eV
- Gap between HOMO and LUMO: 6.7639 eV
- ΔE to the lowest compared entry with this formula, charge and spin: 139.5 kcal per mole

The geometry in ORCA input format:
```
! wB97M-V def2-TZVPD RIJCOSX def2/J DEFGRID3
* xyz 0 1
C 4.04 3.71 2.63
C 3.09 2.56 2.65
C 2.10 2.47 1.66
F 2.00 3.52 0.76
C 1.20 1.44 1.55
C 1.24 0.45 2.52
C 0.11 -0.57 2.42
C -1.25 -0.07 2.81
C -1.30 1.06 3.59
C -2.47 1.79 3.73
F -2.46 2.95 4.47
C -3.68 1.39 3.16
C -4.97 2.15 3.36
C -3.63 0.23 2.40
C -2.45 -0.47 2.14
C 2.10 0.51 3.59
C 3.05 1.54 3.62
H 4.90 3.56 3.30
H 4.46 3.89 1.63
H 3.60 4.67 2.92
H 0.45 1.48 0.76
H 0.04 -0.66 1.28
H -0.39 1.50 4.02
H -5.80 1.55 2.96
H -5.20 2.34 4.43
H -5.00 3.13 2.85
H -4.58 -0.14 1.98
H -2.48 -1.18 1.34
H 1.99 -0.17 4.43
H 3.80 1.55 4.43
C 1.42 -6.95 5.14
C 0.73 -5.88 4.41
C -0.53 -5.36 4.72
C -0.95 -4.12 4.04
C 0.23 -3.65 3.50
B -0.02 -2.91 0.36
C -0.88 -4.23 -0.08
C -0.56 -5.62 -0.07
C -1.37 -6.52 -0.86
C -2.54 -6.02 -1.45
C -3.36 -6.91 -2.35
F -4.39 -7.51 -1.67
F -3.94 -6.21 -3.38
F -2.65 -7.93 -2.94
C -3.02 -4.75 -1.20
C -2.18 -3.89 -0.48
O -0.68 -2.52 1.57
C 0.40 -2.05 2.73
C 1.73 -2.38 1.97
C 2.87 -2.49 2.74
C 2.82 -2.67 4.15
C 1.67 -2.65 4.85
C 0.40 -2.36 4.16
O 1.44 -2.67 0.61
S 1.55 -4.86 3.26
H 0.77 -7.38 5.92
H 1.80 -7.81 4.54
H 2.31 -6.54 5.67
H -1.13 -5.92 5.44
H -1.96 -3.83 3.90
H 0.29 -6.05 0.48
H -1.06 -7.53 -1.05
H -3.97 -4.45 -1.61
H -2.62 -2.92 -0.29
H 3.85 -2.42 2.18
H 3.78 -2.85 4.70
H 1.60 -2.96 5.88
H -0.41 -1.95 4.75
*
```


# 5
Here is a molecular structure, C16H17N2O2PPdSe2 at a distorted geometry from OMol25. Energies are from wB97M-V/def2-TZVPD.

Computed properties:
- HOMO level (alpha / beta): -0.55223 / -0.55239 hartree
- LUMO level (alpha / beta): -10.16 / -10.15 eV
- Gap between HOMO and LUMO (alpha / beta): 4.8660 / 4.8767 eV
- ΔE to the lowest compared entry with this formula, charge and spin: 40.8 kcal per mole

The geometry in ORCA input format:
```
! wB97M-V def2-TZVPD RIJCOSX def2/J DEFGRID3
* xyz 2 1
Pd 1.22 0.36 1.34
Se -0.21 0.91 -0.67
P -0.69 -1.19 -0.32
Se 0.63 -1.90 1.99
C -2.49 -1.30 -0.09
C -3.30 -0.90 -1.15
C -4.67 -0.91 -0.97
C -5.22 -1.29 0.25
C -4.40 -1.70 1.29
C -3.02 -1.70 1.13
C -0.14 -2.24 -1.65
C 0.63 -1.76 -2.71
C 1.05 -2.66 -3.68
C 0.75 -4.01 -3.56
C -0.01 -4.49 -2.49
C -0.45 -3.61 -1.52
H -2.87 -0.60 -2.10
H -5.31 -0.60 -1.78
H -6.29 -1.26 0.39
H -4.83 -2.01 2.24
H -2.38 -2.01 1.94
H 0.87 -0.71 -2.79
H 1.62 -2.30 -4.53
H 1.12 -4.71 -4.30
H -0.24 -5.54 -2.41
H -1.03 -3.97 -0.68
O 1.65 -1.87 3.63
C 2.25 -0.78 3.96
O 2.22 0.30 3.37
H 2.84 -0.89 4.88
C 3.80 5.08 0.13
N 2.72 4.74 1.07
C 2.04 5.81 1.80
C 2.32 3.51 1.15
N 1.97 2.41 1.21
H 4.41 5.87 0.57
H 3.39 5.44 -0.82
H 4.42 4.21 -0.05
H 2.78 6.54 2.13
H 1.53 5.42 2.67
H 1.31 6.32 1.17
*
```


# 6
Here is a molecular structure, C21H17N2O4Sm at a distorted geometry from OMol25. Energies are from wB97M-V/def2-TZVPD.

Computed properties:
- Expectation value of S²: 8.760
- HOMO level (alpha / beta): -0.52414 / -0.52466 hartree
- LUMO level (alpha / beta): -8.29 / -8.29 eV
- Gap between HOMO and LUMO (alpha / beta): 5.9753 / 5.9850 eV
- ΔE to the lowest compared entry with this formula, charge and spin: 0.0 kcal per mole

The geometry in ORCA input format:
```
! wB97M-V def2-TZVPD RIJCOSX def2/J DEFGRID3
* xyz 2 6
Sm -0.82 0.40 -0.69
C -1.71 -3.01 -3.55
C -0.86 -1.98 -2.90
O -1.55 -1.14 -2.11
C 0.55 -1.95 -3.11
C 1.11 -3.04 -3.79
C 2.46 -3.20 -4.04
C 3.37 -2.19 -3.57
C 2.81 -1.05 -2.93
C 1.44 -1.00 -2.52
O 1.13 -0.16 -1.47
H -2.77 -2.67 -3.47
H -1.58 -3.95 -3.03
H -1.51 -3.16 -4.62
H 0.44 -3.84 -4.16
H 2.80 -4.05 -4.58
H 4.46 -2.30 -3.70
H 3.48 -0.19 -2.75
O 1.14 -1.69 6.97
C 1.49 -1.96 5.67
O 2.28 -2.83 5.47
C 0.68 -1.20 4.61
C 0.16 0.06 4.86
C -0.47 0.79 3.86
C -0.41 0.31 2.55
C 0.21 -0.91 2.28
C 0.76 -1.64 3.27
N -0.87 1.10 1.51
C -0.85 2.42 1.45
C -1.38 3.19 0.33
C -1.61 4.59 0.53
C -2.00 5.31 -0.59
C -2.20 4.69 -1.85
C -1.95 3.36 -2.00
N -1.46 2.62 -0.92
H 0.60 -0.89 7.06
H 0.23 0.50 5.87
H -0.80 1.85 4.09
H 0.42 -1.20 1.24
H 1.27 -2.58 3.14
H -0.35 3.05 2.20
H -1.37 5.00 1.50
H -2.26 6.38 -0.41
H -2.48 5.29 -2.72
H -2.02 2.87 -2.96
*
```


# 7
Here is 2 unconnected molecules or ions with the total composition C4H12NOS2 at a distorted geometry from OMol25. Energies are from wB97M-V/def2-TZVPD.

Computed properties:
- HOMO level: -0.10472 hartree
- LUMO level: 3.27 eV
- Gap between HOMO and LUMO: 6.1191 eV
- ΔE to the lowest compared entry with this formula, charge and spin: 50.2 kcal per mole

The geometry in ORCA input format:
```
! wB97M-V def2-TZVPD RIJCOSX def2/J DEFGRID3
* xyz -1 1
C 1.15 1.87 0.86
S -0.26 2.49 -0.11
S -1.82 1.75 1.03
C -2.57 0.64 -0.18
H 1.26 2.31 1.90
H 1.01 0.76 1.00
H 2.06 2.15 0.26
H -3.49 0.20 0.24
H -2.86 1.18 -1.09
H -1.80 -0.16 -0.37
C 1.42 -0.93 -1.29
N 1.37 -1.48 0.07
C -0.08 -1.51 0.56
O -1.01 -1.74 -0.37
H 0.96 -1.58 -2.02
H 2.45 -0.69 -1.58
H 0.81 -0.02 -1.30
H 1.73 -2.44 0.03
H -0.28 -0.50 1.01
H -0.03 -2.31 1.34
*
```


# 8
Here is a molecular structure, C32H33KN8O3P at a distorted geometry from OMol25. Energies are from wB97M-V/def2-TZVPD.

Computed properties:
- HOMO level: -0.13700 hartree
- LUMO level: 2.04 eV
- Gap between HOMO and LUMO: 5.7672 eV
- ΔE to the lowest compared entry with this formula, charge and spin: 26.3 kcal per mole

The geometry in ORCA input format:
```
! wB97M-V def2-TZVPD RIJCOSX def2/J DEFGRID3
* xyz -1 1
K 0.78 -0.92 -0.87
O -1.15 -4.02 2.77
C -0.81 -2.82 2.85
N -1.60 -1.79 3.05
C -3.01 -2.23 2.99
C -3.54 -2.09 1.57
C -3.34 -3.14 0.66
C -3.69 -2.96 -0.66
C -4.24 -1.74 -1.05
C -4.40 -0.77 -0.09
N -4.05 -0.93 1.19
C 0.70 -2.56 2.68
C 1.56 -3.60 3.04
C 2.92 -3.44 2.92
C 3.42 -2.25 2.43
C 2.52 -1.26 2.07
N 1.19 -1.39 2.17
H -3.62 -1.59 3.65
H -3.13 -3.27 3.30
H -2.87 -4.04 1.02
H -3.52 -3.74 -1.38
H -4.52 -1.55 -2.08
H -4.81 0.20 -0.36
H 1.11 -4.52 3.39
H 3.59 -4.24 3.20
H 4.48 -2.09 2.30
H 2.87 -0.32 1.66
O 1.35 -2.91 -1.82
C 2.57 -3.08 -2.12
C 3.16 -4.38 -2.01
C 4.49 -4.62 -2.24
C 5.35 -3.58 -2.60
C 4.81 -2.32 -2.76
C 3.46 -2.03 -2.56
C 3.05 -0.64 -2.85
N 1.84 -0.26 -2.99
N 1.60 1.05 -3.41
C 0.71 1.70 -2.71
O 0.16 1.38 -1.60
C 0.21 2.93 -3.42
C -1.07 3.40 -3.13
C -1.59 4.52 -3.78
C -0.82 5.19 -4.72
C 0.46 4.73 -5.01
C 0.97 3.61 -4.37
H 2.49 -5.18 -1.71
H 4.88 -5.63 -2.12
H 6.41 -3.76 -2.77
H 5.46 -1.50 -3.06
H 3.86 0.08 -2.97
H -1.65 2.87 -2.39
H -2.59 4.86 -3.54
H -1.21 6.06 -5.22
H 1.07 5.24 -5.75
H 1.95 3.23 -4.60
C -2.46 2.67 1.30
N -2.03 1.32 1.80
C -1.65 1.42 3.27
N -0.65 2.42 3.46
C -1.12 3.70 2.95
N -1.46 3.66 1.53
C -0.26 3.46 0.69
P 0.60 1.85 0.98
C -0.92 0.77 0.97
C 0.63 2.03 2.84
H -3.37 2.93 1.84
H -2.67 2.56 0.24
H -2.82 0.65 1.71
H -1.31 0.42 3.55
H -2.57 1.69 3.80
H -0.35 4.45 3.10
H -2.02 3.99 3.51
H 0.43 4.28 0.91
H -0.53 3.54 -0.36
H -0.65 -0.19 1.42
H -1.33 0.63 -0.04
H 1.38 2.78 3.10
H 0.94 1.08 3.27
*
```


# 9
Here is 3 unconnected molecules or ions with the total composition C26H53N2O3S at a distorted geometry from OMol25. Energies are from wB97M-V/def2-TZVPD.

Computed properties:
- Expectation value of S²: 2.010
- HOMO level (alpha / beta): -0.05894 / -0.05882 hartree
- LUMO level (alpha / beta): 2.08 / 1.14 eV
- Gap between HOMO and LUMO (alpha / beta): 3.6853 / 2.7385 eV

The geometry in ORCA input format:
```
! wB97M-V def2-TZVPD RIJCOSX def2/J DEFGRID3
* xyz -1 3
C 1.78 -0.99 -2.89
C 1.03 0.44 -2.60
C 1.23 1.59 -3.75
C 2.75 1.73 -4.34
C 3.64 2.96 -3.66
S 5.01 3.28 -4.96
C 4.46 2.46 -2.34
O 3.61 1.99 -1.23
C 3.21 3.07 -0.32
C 1.94 3.97 -0.83
H 2.15 -1.01 -4.01
H 1.10 -1.92 -2.62
H 2.77 -1.00 -2.24
H -0.13 0.20 -2.56
H 1.29 0.82 -1.50
H 0.48 1.51 -4.66
H 0.98 2.63 -3.22
H 2.63 2.04 -5.49
H 3.39 0.75 -4.34
H 4.41 3.12 -6.24
H 5.20 1.58 -2.64
H 5.14 3.35 -1.94
H 4.13 3.75 -0.02
H 2.87 2.54 0.69
H 2.06 4.44 -1.90
H 1.80 4.89 -0.08
H 0.98 3.28 -0.85
C -1.09 2.29 4.27
C -0.75 3.67 3.66
C -1.18 4.80 4.64
C -2.69 5.02 4.69
C -3.26 5.23 3.29
C -2.87 4.11 2.29
N -1.40 3.80 2.31
O -0.74 4.83 1.62
C -3.68 2.83 2.59
C -3.37 4.53 0.87
C 0.81 3.67 3.58
H -1.06 1.50 3.51
H -0.36 2.00 5.04
H -2.05 2.26 4.77
H -0.70 5.74 4.35
H -0.82 4.57 5.65
H -3.18 4.17 5.17
H -2.91 5.90 5.31
H -4.35 5.31 3.36
H -2.90 6.20 2.92
H -3.33 1.99 1.98
H -4.74 2.97 2.35
H -3.66 2.53 3.63
H -2.98 5.50 0.54
H -4.47 4.64 0.85
H -3.11 3.78 0.11
H 1.17 2.89 2.89
H 1.25 3.47 4.56
H 1.22 4.63 3.26
C -1.51 -7.59 -1.01
C -0.54 -6.65 -1.76
C 0.91 -6.86 -1.24
C 1.15 -6.26 0.14
C 0.75 -4.79 0.18
C -0.70 -4.54 -0.32
N -1.00 -5.22 -1.62
O -0.38 -4.48 -2.64
C -1.72 -5.01 0.76
C -0.93 -2.99 -0.38
C -0.60 -7.16 -3.24
H -2.55 -7.28 -1.14
H -1.44 -8.62 -1.38
H -1.31 -7.67 0.06
H 1.63 -6.42 -1.94
H 1.14 -7.94 -1.20
H 0.61 -6.82 0.91
H 2.22 -6.35 0.39
H 0.87 -4.41 1.20
H 1.45 -4.22 -0.44
H -2.74 -4.96 0.38
H -1.67 -4.36 1.65
H -1.53 -6.01 1.14
H -0.21 -2.48 -1.02
H -0.83 -2.54 0.61
H -1.94 -2.76 -0.74
H -1.60 -7.03 -3.66
H -0.36 -8.23 -3.29
H 0.12 -6.66 -3.89
*
```